1.
Density functional theory data (wB97M-V/def2-TZVPD) for a molecular structure, C16H25Br4NO4.

The total energy is -306840.3319 eV. The value obtained for the LUMO energy is 0.4326 eV. As for the frontier orbital gap: 8.7 eV. As for the spin multiplicity: 1. For the HOMO energy, the calculation gives -8.305 eV.

```
50
Properties=species:S:1:pos:R:3:forces:R:3:lowdin_charge:R:1
C -0.6024 -3.4385 0.9686 0.3 3.3 -0.5 -0.184
C -1.1005 -2.8337 0.0218 0.3 0.3 -0.3 -0.096
C -1.5203 -1.9116 -1.1954 0.4 -1.2 1.0 -0.098
C -1.2020 -0.4239 -0.7688 0.7 0.5 0.4 -0.285
N -2.3211 0.4951 -0.3913 -0.7 0.5 0.9 0.054
C -1.5747 1.5775 0.3268 0.9 -1.0 -0.6 -0.363
O -1.8417 2.0951 1.3899 -0.7 -4.9 -3.0 -0.151
C -0.3343 1.8035 -0.6737 -0.6 1.5 -1.0 -0.166
C 1.0119 2.4485 -0.1682 0.0 -0.1 0.2 -0.123
C 2.1099 1.4625 0.4047 0.9 1.9 0.1 -0.159
O 1.6740 0.1078 0.6600 1.6 -0.7 -0.5 -0.078
C 2.5254 -0.8563 0.1247 0.3 -0.7 -0.8 -0.294
O 2.9646 -0.8810 -1.0054 -0.7 0.7 1.6 0.066
C -0.2970 0.5231 -1.6558 1.7 0.3 0.8 -0.201
C -0.6581 0.7884 -3.1808 0.3 -0.1 -0.2 -0.127
C 0.5574 0.3434 -4.1178 -0.9 0.2 0.4 -0.245
O 1.6674 1.2663 -4.0689 -0.8 0.0 0.4 -0.095
H 0.0910 -3.6163 1.8223 -1.6 0.6 -1.3 0.006
H -2.6018 -2.1010 -1.4562 1.2 0.3 0.2 0.115
H -0.8461 -2.2431 -2.0503 -1.0 0.6 0.9 0.120
H -0.6878 -0.5426 0.2422 -0.3 0.1 -1.5 0.136
H -2.7718 0.9823 -1.1877 0.3 -0.8 0.3 0.125
H -0.7490 2.6147 -1.3682 0.2 -0.7 1.1 0.143
H 1.4687 3.0387 -1.0262 -0.5 -0.9 1.0 0.125
H 0.7840 3.2213 0.6330 0.2 -1.1 -1.1 0.025
H 2.4688 1.8845 1.4025 -0.6 -0.7 -1.2 0.136
H 3.0140 1.5192 -0.2815 -1.2 -0.6 0.7 0.134
H 2.8150 -1.7141 0.8192 -0.9 1.2 -0.3 0.159
H 0.8107 0.2540 -1.7288 -1.5 -0.2 0.5 0.123
H -0.8001 1.8979 -3.3565 -0.2 -1.1 0.1 0.110
H -1.5782 0.2320 -3.5491 0.9 0.7 0.6 0.123
H 0.9140 -0.6571 -3.7162 -0.2 1.2 -0.9 0.128
H 0.1924 0.2960 -5.1849 0.3 -0.3 1.1 0.117
H 1.3173 2.1799 -4.0445 0.2 -0.8 -0.1 0.086
Br -1.6518 6.3303 4.7756 0.0 0.0 -0.1 0.595
C -2.5307 6.3753 3.0371 -0.3 0.1 0.3 -0.702
C -2.7641 4.9836 2.5042 0.3 0.0 -0.3 -0.628
Br -1.1232 4.2019 1.8046 1.0 4.5 1.1 0.881
H -1.9123 6.9875 2.3843 0.0 -0.2 0.0 0.047
H -3.4806 6.8833 3.2133 0.1 -0.1 0.0 0.055
H -3.4494 5.0094 1.6559 0.0 0.1 0.1 0.065
H -3.1476 4.2945 3.2550 0.1 0.1 0.0 0.060
Br -0.0428 -5.9084 1.2184 0.4 -2.3 0.1 0.787
C 1.3954 -6.5786 2.3547 -0.1 0.1 -0.1 -0.648
C 2.5706 -7.0469 1.5337 0.1 -0.3 0.1 -0.701
Br 2.2198 -8.7817 0.7209 0.0 0.1 0.0 0.603
H 0.9686 -7.3599 2.9807 0.1 0.0 -0.1 0.052
H 1.6794 -5.7310 2.9814 0.0 -0.1 -0.1 0.061
H 3.4437 -7.2018 2.1687 -0.1 0.0 0.0 0.056
H 2.8302 -6.3642 0.7264 -0.1 0.0 0.1 0.052
```
Forces are in eV/Å.

2.
Density functional theory data (wB97M-V/def2-TZVPD) for a single C5H12N2O molecule.

The total energy is -10407.1105 eV. The value obtained for the LUMO energy is 0.7680 eV. As for the frontier orbital gap: 9.7 eV. As for the spin multiplicity: 1. For the HOMO energy, the calculation gives -8.920 eV.

```
20
Properties=species:S:1:pos:R:3:forces:R:3:lowdin_charge:R:1
C -1.2825 1.0367 -2.3695 -1.2 -0.6 0.1 -0.086
C -0.3666 0.7522 -1.2045 -0.1 -0.1 0.8 -0.253
N -0.7464 -0.5435 -0.6472 0.3 0.0 -0.3 0.056
C -0.7922 -0.9602 0.6469 -0.4 -0.1 0.0 -0.496
O -1.2714 -2.0486 0.9188 0.1 -0.1 0.0 0.043
C -0.2396 -0.0788 1.7641 1.4 0.2 -0.9 -0.136
N 1.1583 0.3884 1.5720 -0.8 -0.5 -0.5 -0.108
C 2.0778 -0.7314 1.3204 0.5 0.9 0.4 -0.125
H -1.2285 1.9773 -2.8999 0.7 0.2 0.0 0.073
H -1.2638 0.1885 -3.0587 0.3 0.2 -0.3 0.077
H -2.3023 1.0023 -1.9829 -0.1 0.1 0.1 0.080
H -0.5229 1.4531 -0.3831 0.1 0.4 -0.3 0.111
H 0.6864 0.7717 -1.4822 0.1 0.0 -0.1 0.110
H -1.0707 -1.2421 -1.2989 0.0 -0.1 0.0 0.139
H -0.8543 0.7969 1.9445 -0.3 0.0 0.2 0.119
H -0.1934 -0.7505 2.5943 -0.4 -0.1 0.8 0.106
H 1.1594 0.9736 0.7484 0.2 0.3 0.1 0.060
H 3.0846 -0.3316 1.4753 0.0 -0.3 0.3 0.075
H 1.8603 -1.5261 2.0299 0.2 -0.1 0.0 0.085
H 2.1079 -1.1282 0.3123 -0.5 -0.3 -0.4 0.069
```
Forces are in eV/Å.

3.
Density functional theory data (wB97M-V/def2-TZVPD) for a single C2H4N4S molecule.

The total energy is -18929.5095 eV. The value obtained for the LUMO energy (spin up / spin down) is -0.0351 / -0.0359 eV. As for the frontier orbital gap (spin up / spin down): 8.6 / 8.6 eV. As for the spin multiplicity: 1. For the HOMO energy (spin up / spin down), the calculation gives -8.651 / -8.650 eV.

```
11
Properties=species:S:1:pos:R:3:forces:R:3:lowdin_charge:R:1
N 0.2002 -0.7974 1.6553 0.7 0.6 -0.1 0.034
N -0.2985 0.2597 0.9234 -0.3 0.9 -1.6 -0.426
C 0.6286 1.1528 0.4381 -0.5 -1.7 -4.3 -0.114
N 0.8869 1.3011 -1.0990 -0.5 -0.2 4.9 0.011
N 0.2712 0.4458 -1.8188 1.2 0.9 -1.7 -0.163
C -0.8739 -0.0708 -1.7869 -0.7 -1.4 1.4 -0.524
S -1.7547 0.1903 -0.2867 0.6 0.3 1.2 0.873
H -0.4108 -1.3281 2.2253 -1.1 0.1 0.3 0.078
H 0.8573 -1.3848 1.1933 0.4 -0.3 -0.7 0.084
H 1.5695 1.1852 0.9528 0.2 0.6 0.5 0.085
H -1.0758 -0.9539 -2.3968 0.0 0.4 0.1 0.062
```
Forces are in eV/Å.

It is found that the relative energy (zero: lowest compared OMol25 entry of this formula, charge and spin) values, taken in the order of the records, are 1.571; 1.314; 5.042 eV.